No. 1
{
  "formula": "C33H27N7O7PbS3",
  "method": "ωB97M-V/def2-TZVPD",
  "spin_multiplicity": 1,
  "relative_energy_kcal_mol": 56.65,
  "e_lumo_ev": [-3.5, -3.4],
  "species": ["Pb", "C", "N", "C", "C", "N", "C", "C", "C", "C", "C", "C", "C", "S", "C", "C", "C", "C", "C", "C", "S", "H", "H", "H", "H", "H", "H", "H", "H", "H", "H", "H", "H", "H", "H", "H", "H", "H", "H", "N", "C", "C", "C", "C", "C", "C", "N", "C", "C", "C", "S", "C", "N", "H", "H", "H", "H", "H", "H", "H", "O", "C", "O", "C", "C", "C", "C", "C", "C", "O", "N", "O", "O", "N", "O", "O", "H", "H"],
  "xyz": [[-0.81783, -0.38888, -0.13789], [2.05460, -1.12004, 1.93144], [2.00998, -0.90815, 0.45994], [2.61001, 0.40783, 0.09129], [2.15086, 0.98890, -1.24643], [0.72654, 1.44197, -1.34453], [0.49416, 2.71124, -0.57788], [0.34286, 1.66628, -2.71833], [1.23074, 2.26374, -3.60015], [0.88112, 2.53386, -4.92133], [-0.39462, 2.22688, -5.39748], [-1.31386, 1.67343, -4.54149], [-0.97658, 1.36621, -3.19577], [-2.22337, 0.65791, -2.26316], [2.59761, -2.00339, -0.22178], [3.75654, -2.60353, 0.25586], [4.31465, -3.70249, -0.38415], [3.72544, -4.23612, -1.53917], [2.60057, -3.64593, -2.05461], [2.00413, -2.52722, -1.40696], [0.59341, -1.89292, -2.11553], [3.06335, -1.02019, 2.34038], [1.66539, -2.11805, 2.15605], [1.43593, -0.37038, 2.42072], [3.69709, 0.31163, 0.03585], [2.38919, 1.09896, 0.90679], [2.30587, 0.24500, -2.02563], [2.81603, 1.83818, -1.43797], [1.11771, 3.51830, -0.98107], [0.72348, 2.55904, 0.47256], [-0.55233, 2.99097, -0.63980], [2.21822, 2.54597, -3.25847], [1.61153, 2.99524, -5.57668], [-0.66310, 2.43927, -6.42527], [-2.32054, 1.45197, -4.87548], [4.23882, -2.20025, 1.13819], [5.22093, -4.14685, 0.01372], [4.15195, -5.10659, -2.02381], [2.13948, -4.02186, -2.95985], [-3.21090, -4.29591, 0.95334], [-3.06442, -4.75280, -0.35020], [-3.33668, -5.98293, -0.94184], [-3.07604, -6.09069, -2.29501], [-2.59261, -4.99866, -3.03096], [-2.32379, -3.78167, -2.43125], [-2.52875, -3.67322, -1.05394], [-2.31809, -2.59988, -0.16745], [-2.75655, -3.01756, 1.00379], [-2.77934, -2.19610, 2.21904], [-3.51251, -2.40567, 3.34123], [-3.25453, -1.13211, 4.44659], [-2.16172, -0.39193, 3.35375], [-2.00907, -1.05106, 2.24135], [-3.58020, -4.81870, 1.72849], [-3.73645, -6.81427, -0.37032], [-3.26331, -7.03004, -2.80262], [-2.42794, -5.11166, -4.09688], [-1.97531, -2.93555, -3.01170], [-4.20758, -3.20804, 3.56339], [-1.62659, 0.53240, 3.57768], [-3.29358, 2.38480, 2.69580], [-2.26885, 2.49675, 1.98123], [-1.95974, 1.91914, 0.86727], [-1.18015, 3.47292, 2.45341], [-1.41929, 4.80179, 2.60639], [-0.35716, 5.67541, 2.94626], [0.90683, 5.19603, 3.13767], [1.16239, 3.83452, 3.01754], [0.11425, 2.87277, 2.69629], [0.26600, 1.61173, 2.58139], [2.56085, 3.43112, 3.19700], [2.85131, 2.24302, 3.33194], [3.42648, 4.31582, 3.18481], [-0.59954, 7.11386, 3.04958], [0.32102, 7.84478, 3.41305], [-1.71506, 7.53564, 2.75878], [-2.40662, 5.21737, 2.46015], [1.70729, 5.86865, 3.39281]],
  "mulliken_charge": [1.346, -1.046, 1.493, -0.785, -1.177, 1.663, -1.217, -0.651, -0.390, -0.824, -0.694, -0.646, 0.986, -0.174, -1.046, -0.383, -0.766, -0.680, -0.757, 1.170, -0.280, 0.348, 0.347, 0.186, 0.343, 0.022, 0.755, 0.359, 0.389, 0.025, 0.438, 0.357, 0.419, 0.400, 0.470, 0.420, 0.422, 0.395, 0.468, 0.011, 0.485, -1.072, -0.414, -0.767, -0.464, 0.330, 0.026, 0.265, -0.383, -0.456, -0.185, -0.279, 0.444, 0.226, 0.397, 0.389, 0.405, 0.383, 0.386, 0.301, -0.720, -0.606, -0.426, 1.118, -0.339, -0.652, -0.386, 0.081, 0.211, -0.658, 1.000, -0.625, -0.676, 1.016, -0.643, -0.644, 0.584, 0.636]
}



No. 2
{
  "formula": "C33H28As2F6O2PdSSb",
  "method": "ωB97M-V/def2-TZVPD",
  "s2": 0.7771,
  "spin_multiplicity": 2,
  "relative_energy_kcal_mol": 75.24,
  "e_lumo_ev": [-2.3, -4.0],
  "species": ["Pd", "O", "C", "O", "C", "C", "C", "C", "C", "C", "S", "H", "H", "H", "H", "C", "C", "As", "C", "C", "C", "C", "C", "C", "C", "C", "C", "C", "C", "C", "As", "C", "C", "C", "C", "C", "C", "C", "C", "C", "C", "C", "C", "H", "H", "H", "H", "H", "H", "H", "H", "H", "H", "H", "H", "H", "H", "H", "H", "H", "H", "H", "H", "H", "H", "H", "H", "F", "Sb", "F", "F", "F", "F", "F"],
  "xyz": [[0.48036, -1.10063, 2.59875], [-1.91943, -2.13991, 5.25731], [-1.49183, -2.32961, 4.14955], [-1.30357, -1.38352, 3.24697], [-1.28906, -3.75615, 3.67013], [-2.05925, -4.72566, 4.27995], [-1.99647, -6.05555, 3.87173], [-1.14155, -6.44692, 2.84409], [-0.34638, -5.50739, 2.23096], [-0.40732, -4.15226, 2.63370], [0.68623, -3.13478, 1.81820], [-2.71351, -4.42041, 5.08441], [-2.61953, -6.79172, 4.36191], [-1.09383, -7.48178, 2.53519], [0.34196, -5.78903, 1.44440], [-1.85086, 0.67615, 0.53054], [-1.16979, 0.66812, -0.82861], [-0.90767, -1.17129, -1.50811], [-0.94411, -0.75403, -3.41715], [-0.01210, 0.10129, -3.99943], [-0.09602, 0.41541, -5.34739], [-1.11160, -0.12507, -6.12600], [-2.04095, -0.98049, -5.55451], [-1.95578, -1.29430, -4.20350], [1.03053, -1.36318, -1.38277], [1.83918, -0.55223, -0.69579], [3.31721, -0.78243, -0.64696], [3.76472, -2.18954, -0.97855], [2.87448, -2.86364, -1.97690], [1.60113, -2.50055, -2.11707], [-2.25517, 2.43954, 1.35074], [-0.49430, 2.92077, 2.06106], [-0.12034, 4.26267, 2.11395], [1.05622, 4.65106, 2.73940], [1.87931, 3.70843, 3.33697], [1.51627, 2.37171, 3.31505], [0.33931, 2.00323, 2.68631], [-2.26319, 3.52678, -0.27544], [-3.51088, 3.89224, -0.77241], [-3.62233, 4.59981, -1.96307], [-2.48122, 4.95909, -2.66232], [-1.23035, 4.61080, -2.16870], [-1.12136, 3.89757, -0.98453], [-1.26747, 0.12099, 1.27168], [-2.80605, 0.15048, 0.47676], [-0.21831, 1.20041, -0.82068], [-1.79576, 1.15640, -1.57595], [0.78631, 0.52083, -3.39689], [0.63241, 1.08164, -5.79213], [-1.17572, 0.12003, -7.17832], [-2.83215, -1.40532, -6.15903], [-2.68257, -1.96499, -3.75958], [1.46826, 0.34006, -0.20719], [3.80333, -0.07665, -1.33332], [4.80427, -2.18082, -1.30656], [3.27433, -3.72688, -2.49395], [0.95184, -3.05704, -2.78484], [-0.75185, 5.01435, 1.65536], [1.33099, 5.69807, 2.75699], [2.80452, 4.00763, 3.81045], [2.16367, 1.62882, 3.75877], [0.04248, 0.94927, 2.68106], [-4.40676, 3.62349, -0.22353], [-4.59987, 4.87490, -2.33800], [-2.56352, 5.51509, -3.58740], [-0.33582, 4.89283, -2.70976], [-0.13997, 3.63406, -0.61047], [2.38166, -0.82779, 1.99492], [4.11004, 0.03944, 1.18048], [5.71809, 0.71007, 0.44861], [3.13421, 1.62528, 0.70079], [3.71574, -3.00296, 0.17389], [4.27982, 0.85866, 2.86646], [5.01672, -1.43297, 1.94928]],
  "mulliken_charge": [0.291, -0.550, 0.361, -0.619, 0.326, -0.678, -0.447, -0.649, -0.742, 1.046, 0.034, 0.484, 0.404, 0.385, 0.503, -0.004, -0.576, 0.297, -0.071, 0.114, -0.752, -0.418, -0.531, -0.502, 0.176, 0.208, -0.603, -0.126, -0.962, -0.623, 0.362, -0.625, -0.447, -0.673, -0.648, -0.501, 1.424, -0.120, -0.528, -0.586, -0.446, -0.837, 0.294, -0.353, 0.527, 0.163, 0.674, 0.399, 0.401, 0.382, 0.387, 0.365, 0.437, 0.574, 0.416, 0.431, 0.438, 0.463, 0.399, 0.414, 0.397, -0.156, 0.352, 0.401, 0.393, 0.419, 0.472, -0.581, 1.967, -0.561, -0.645, -0.320, -0.544, -0.558]
}